No. 1
Molecular formula: C40H35Cl5N5P2RhS
Method: DFT, wB97M-V/def2-TZVPD

Calculated values
- LUMO (alpha / beta) (eV) = -7.35 / -7.35
- energy above the lowest of the compared OMol25 structures with the same formula, charge and spin (kJ/mol) = 103.9
- largest force on an atom (eV Å⁻¹) = 2.58
- charge = +2
- frontier orbital gap (alpha / beta) (eV) = 4.96 / 4.95
- highest occupied orbital energy (alpha / beta) (eV) = -12.31 / -12.31

Last column: Mulliken charge in e.
Atoms and positions in Å:
H1 4.35040 0.27190 5.82470  0.5046
C1 1.92040 -2.44020 2.39000  1.0473
H2 -0.76610 5.56960 4.53720  0.4565
H3 0.41720 -1.35320 4.66890  0.2227
Cl1 0.31950 2.97100 -0.90330  -0.1241
H4 -2.93710 -4.80220 1.05040  0.4521
H5 1.47610 -5.46720 3.82370  0.4796
C2 3.12960 1.35990 2.33400  -0.2897
N1 -2.49290 -3.73370 -0.74220  -0.0483
H6 -0.66640 0.67280 -3.77440  0.5380
H7 4.60980 -4.14390 1.23350  0.4824
H8 0.40820 -3.26680 3.68930  0.1997
C3 1.31510 1.91910 -1.82480  1.5041
C4 -0.91970 -0.33030 -3.49650  -0.4557
C5 -3.44180 -0.89280 2.91110  -0.3942
C6 0.13100 0.71550 5.15030  0.1602
H9 -1.05040 -1.51270 -5.37440  0.4592
H10 -5.71780 1.12070 0.53190  0.4822
H11 -0.82450 1.95230 8.83430  0.2865
H12 5.18070 2.36430 4.82760  0.4482
C7 -3.71280 0.78790 1.20430  -0.5460
H13 -3.12070 -4.19090 -1.38400  0.2088
C8 -1.09740 2.21390 2.65950  0.5791
C9 -5.63100 -0.34350 2.08430  -0.5745
C10 1.32710 0.58480 -1.43950  -2.6606
C11 1.93100 -4.68850 3.22780  -1.0331
C12 4.00310 0.57660 4.85010  -0.5706
C13 2.76740 0.07810 -3.33600  -0.0333
H14 4.45230 3.02080 2.56280  0.5088
C14 0.05280 2.98650 2.51680  0.0087
P1 -1.14090 0.54910 1.89520  1.2441
C15 -2.88600 0.06940 2.07450  0.9727
H15 -2.81410 4.21470 4.77130  0.5088
H16 -1.27500 -0.82480 4.64460  0.3842
H17 -6.69550 -0.51470 2.09320  0.4400
C16 3.09460 -0.20820 4.16350  -0.6251
H18 3.55260 -1.92690 1.08640  0.5014
C17 -4.81600 -1.06760 2.93790  -0.9058
C18 -2.01220 3.87300 4.13620  -0.7186
C19 2.04770 2.37490 -2.91940  -0.0909
C20 -0.45530 2.52000 7.98510  -0.7870
C21 4.47640 1.75120 4.28660  -0.7497
C22 -2.38710 -4.01240 0.58740  -1.0754
H19 -1.16550 2.48040 7.16470  0.1670
Cl2 3.58540 -1.06710 -4.31470  -0.1598
C23 3.10500 -4.94570 2.53830  -0.6131
S1 1.11810 1.81790 7.45190  -0.0581
C24 -1.14070 -1.40450 -4.31320  -0.6428
Rh1 0.03050 -0.30370 -0.01000  -0.0670
H20 3.55170 -5.92770 2.59390  0.4403
C25 3.69510 -3.95030 1.77220  -0.8190
C26 1.32790 -3.44400 3.14860  0.0201
H21 -5.25970 -1.77560 3.62070  0.4802
C27 0.51530 0.34230 6.57630  -1.0289
Cl3 2.04210 4.03190 -3.34730  -0.1436
C28 2.62430 0.20210 2.91620  0.6083
H22 -1.67840 -3.38020 -3.80670  0.2021
C29 -1.46110 -1.97610 -2.22930  -0.2852
C30 3.10690 -2.70450 1.69680  -1.0854
H23 2.81670 1.63730 1.33310  0.4148
N2 -1.11030 -0.69640 -2.20390  0.0509
C31 -1.49620 -3.11830 1.09920  -0.3941
H24 -3.26480 1.50960 0.53060  0.5078
C32 -1.68100 -2.68680 -1.00290  0.0486
C33 -0.25390 -0.54400 4.36850  -1.2906
H25 1.34550 -0.36470 6.58180  0.4209
P2 1.32370 -0.75960 2.04790  0.8087
H26 2.76600 -1.14390 4.59520  0.5172
C34 0.16700 4.19150 3.18840  -1.2535
N3 -1.06660 -2.29850 0.10850  0.6489
N4 -1.49070 -2.43790 -3.50150  -0.0313
H27 0.85540 2.64210 1.87970  0.5399
C35 2.06300 -0.31200 -2.20420  1.7598
H28 -1.13370 -3.02960 2.10050  0.3018
Cl4 3.64950 1.96110 -5.05180  -0.1500
C36 4.05630 2.12810 3.02100  -0.5710
H29 0.97870 1.19830 4.66760  -0.0951
C37 -0.85980 4.63260 4.00890  -0.7180
Cl5 1.98420 -1.95310 -1.67590  -0.0897
H30 1.05490 4.79290 3.07010  0.5099
C38 -2.14300 2.67570 3.45420  -0.6334
C39 -5.07660 0.57200 1.20230  -0.7925
H31 -2.82170 -1.52350 3.52830  0.2293
C40 2.77150 1.44360 -3.68360  0.6288
H32 -0.27140 3.54900 8.27080  0.3678
N5 -0.14810 -0.43070 2.92190  0.7467
H33 -0.69180 1.42980 5.14740  0.1904
H34 -3.04900 2.09680 3.55370  0.4046
H35 -0.32430 -0.07700 7.13140  0.5104



No. 2
Molecular formula: C40H35F3N4RhTe
Method: DFT, wB97M-V/def2-TZVPD

Calculated values
- LUMO (alpha / beta) (eV) = 1.85 / 1.86
- energy above the lowest of the compared OMol25 structures with the same formula, charge and spin (kJ/mol) = 120.5
- largest force on an atom (eV Å⁻¹) = 2.79
- charge = -1
- frontier orbital gap (alpha / beta) (eV) = 6.33 / 6.34
- highest occupied orbital energy (alpha / beta) (eV) = -4.48 / -4.48

Last column: Mulliken charge in e.
Atoms and positions in Å:
C1 -5.75556 -0.07055 0.10169  0.0796
H1 1.51584 0.89812 3.67502  -0.2769
H2 0.97779 -6.71917 -1.16834  0.3795
H3 -4.16221 -1.20219 -1.68488  0.4348
C2 -1.47386 -3.93857 2.24040  -1.4679
C3 1.18075 -0.28158 -5.20819  -0.4601
C4 0.51037 7.07769 -0.06579  -0.4470
H4 -1.13774 -2.23146 0.98733  -0.9930
H5 -0.75941 2.41322 -4.51413  0.4729
C5 -2.25213 -0.58390 -0.94407  0.2202
H6 1.73130 -1.06331 -4.70508  0.4664
C6 3.64559 -0.51057 -0.40667  -0.8120
N1 2.49434 -0.55979 0.28246  0.8051
C7 1.73020 0.38848 5.74031  -1.4179
F1 1.60199 0.88616 -9.27023  -0.2690
C8 -0.22404 1.67831 -5.09671  -0.7011
C9 0.55735 0.62563 -3.02319  0.4339
C10 -1.64190 -1.55436 2.95357  0.8480
H7 -1.25739 0.66502 6.07923  0.4694
C11 1.73991 -1.16969 2.45282  0.0863
H8 -0.34648 6.24694 -1.84564  0.3659
H9 -3.31886 -0.64536 5.75535  0.4031
H10 5.73019 -1.04688 0.06817  0.4351
H11 2.15980 -0.59237 5.54405  0.3022
H12 0.79492 -4.95204 0.63317  0.1463
C12 -3.62936 -0.63396 -0.93439  -1.0973
H13 3.67193 -0.13110 -1.41297  0.5067
H14 -0.43756 -3.99206 2.57359  0.2562
C13 -4.35352 0.03910 0.05691  0.4822
H15 -2.11340 -4.25979 3.06174  0.4188
C14 -1.80501 -2.51013 1.80300  0.6033
N2 -6.90113 -0.18758 0.13783  -0.6376
C15 1.33733 5.48283 1.52415  -0.5526
H16 1.39688 7.59536 1.81739  0.3404
C16 -1.35619 0.02731 5.21043  -0.4199
C17 -2.51811 -0.70166 5.03225  -1.2400
C18 1.12534 -0.24607 -6.57965  -0.9080
C19 -1.53380 0.13344 0.02439  0.5831
N3 0.50271 -0.76639 2.11077  1.5163
C20 0.51194 0.68227 -4.42833  0.3153
H17 -1.60895 -4.63279 1.41113  0.3681
C21 0.36633 0.78834 -8.71342  0.8359
C22 2.78109 -1.05700 1.52887  -0.9106
C23 0.88096 0.85768 4.55848  -0.2078
C24 -0.47046 -0.78080 3.11001  -1.1573
C25 0.58488 0.57001 -1.80039  -0.7967
C26 1.17884 -4.72112 -0.36455  -0.2019
C27 -0.32128 -0.01253 4.28924  1.0179
H18 -1.77549 1.40526 1.75637  0.3691
C28 -3.65701 0.79064 1.00795  -0.9686
C29 -2.63979 -1.50101 3.91021  -0.4202
C30 -2.27807 0.82771 0.98817  -0.2222
H19 4.69262 -1.70326 2.47090  0.5207
H20 2.27109 -4.76734 -0.33037  0.3484
H21 1.63589 -0.99530 -7.16937  0.3461
Rh1 0.49715 0.04855 0.09224  -0.6485
H22 -4.20867 1.33056 1.76578  0.4857
F2 -0.34142 1.80998 -9.22947  -0.2943
H23 1.80896 5.26855 2.47361  0.2905
C31 0.61725 -5.71625 -1.38674  -1.2757
H24 1.89998 -1.62328 3.42630  0.5083
H25 -1.71735 -1.12509 -1.71455  0.5012
C32 0.79298 -3.36725 -0.68911  0.1232
Te1 1.36911 2.43053 1.29368  0.3809
N4 0.45616 -2.30713 -0.96714  -0.1944
C33 0.97241 4.43325 0.68803  0.1544
H26 0.53089 1.87544 4.76135  0.5025
C34 -0.27940 1.71831 -6.46900  -0.4901
H27 0.06236 3.91547 -1.17588  0.4225
C35 0.39771 0.75997 -7.22826  0.3786
H28 0.91919 -5.44571 -2.39667  0.3480
H29 1.13784 0.32530 6.65157  0.3576
C36 0.35774 4.72556 -0.52272  -0.2942
C37 0.13051 6.03721 -0.89767  -0.5108
H30 -2.83282 -2.45899 1.43326  0.4266
F3 -0.16465 -0.33358 -9.26671  -0.2683
H31 -0.85031 2.48671 -6.97000  0.4220
H32 2.54667 1.09094 5.90093  0.4254
H33 0.34528 8.10430 -0.36361  0.3446
H34 -3.53385 -2.09502 3.77095  0.4838
C38 1.10743 6.79293 1.15202  -0.4964
C39 4.16787 -1.33424 1.60774  -1.1310
H35 -0.47046 -5.72505 -1.34875  0.3142
C40 4.70200 -0.97987 0.37787  -0.8574



Total energy values (in Ha) by entry order: -5310.99236, -2442.47574.